Molecular formula: C21H27N3O4S
Method: DFT, ωB97M-V with the def2-TZVPD basis set

Structure (XYZ):
```
56
Properties=species:S:1:pos:R:3
C 3.20881 -0.22911 -4.74836
C 2.82185 0.65286 -3.41684
O 2.38960 -0.30659 -2.43237
C 2.22611 0.15795 -1.26215
C 2.24638 1.66457 -0.93630
C 1.93705 1.78313 0.33897
C 1.77978 0.70208 1.27985
C 1.61223 -0.42844 0.87123
C 1.94422 -0.83963 -0.44093
C 2.09331 -2.30217 -0.71507
H 2.80145 -2.61863 -1.44810
H 2.01021 -2.95411 -0.02852
H 1.31707 -2.42656 -1.34526
H 1.42687 -1.32633 1.71941
S 1.04574 1.35806 2.89535
O 1.98281 2.17546 3.45829
O 1.13608 0.05265 3.78776
N -0.35813 1.86995 2.65385
C -1.45542 1.16617 1.87131
H -0.73314 0.70912 0.92975
C -1.87137 -0.02740 2.48603
C -2.62057 -1.11195 1.45274
O -3.89562 -0.90381 1.31366
N -1.77842 -1.90951 0.79679
H -1.05595 -1.55934 0.87640
C -2.27238 -2.31379 -0.36814
C -1.53419 -1.46178 -1.56703
N -1.01567 -2.19583 -2.42717
C -0.26763 -1.60213 -3.48769
C -0.62758 -0.21991 -3.66972
C -1.65844 0.47885 -2.89542
C -2.07338 -0.09782 -1.85609
H -2.78729 0.22580 -1.07473
H -1.69464 1.57960 -3.04390
H -0.19462 0.33224 -4.61367
H 0.13402 -2.17244 -4.07396
H -1.92862 -3.20370 -0.52654
H -3.24224 -2.57123 -0.36087
C -2.71266 0.36985 3.71859
C -1.82285 1.08098 4.54126
C -1.01360 2.29257 4.00021
H -0.29194 2.60518 4.39968
H -1.78481 3.09229 3.48230
H -2.19989 1.69150 5.45724
H -1.04331 0.61718 4.91989
H -3.09073 -0.36178 4.44908
H -3.43250 1.03128 3.47629
H -0.90863 -0.62143 3.10014
H -2.26856 1.82345 1.47178
H 1.75836 2.73575 0.54073
H 2.27429 2.25673 -1.66323
H 1.94926 1.31856 -3.74227
H 3.58038 1.31301 -3.11233
H 2.42610 -0.79200 -5.02630
H 4.09269 -0.88598 -4.47654
H 3.44015 0.30659 -5.52906
```

The calculation puts the LUMO energy at 0.35 eV. The value obtained for the total energy is -1679.1972 hartree. The value obtained for the energy above the lowest of the compared OMol25 structures with the same formula, charge and spin is 1928.0 kJ/mol. The orbital gap is 0.325 Eh. Its highest occupied orbital energy is -8.484 eV. Its SMILES is CCOc1ccc(S(=O)(=O)N2CCC[C@@H](C(=O)NCc3ccccn3)C2)cc1C.